No. 1
The following is a DFT calculation (ωB97M-V/def2-TZVPD) of 8 unconnected molecules or ions with the total composition C65H82F7N6O7S2 in a non-equilibrium geometry.

```
! wB97M-V def2-TZVPD RIJCOSX def2/J DEFGRID3
* xyz 1 1
C 2.852 5.617 0.152
C 6.284 6.603 5.898
C 5.520 7.795 -5.251
H -2.361 0.082 -0.685
C 6.332 9.290 -6.942
H 0.976 -2.979 -0.146
C -3.395 -0.375 -0.892
C 1.234 6.250 -5.529
H -4.403 -1.013 -2.702
H -2.934 3.836 0.112
H 0.246 -2.705 1.965
C 6.505 5.642 3.291
H 6.589 5.263 2.278
H -3.361 -2.676 2.380
C 0.450 -6.408 6.512
H -2.509 2.313 -5.001
H 3.082 -7.304 -2.340
C 2.595 -4.135 -1.368
H -3.682 -4.749 0.332
H 1.939 6.101 0.484
H 6.199 6.168 -0.062
F 3.929 2.488 -1.325
H -4.006 -6.519 -1.244
C -0.619 5.797 -4.075
C 0.414 -8.451 4.617
C 0.678 -7.726 6.900
F -1.050 -10.252 8.253
H 6.104 3.866 -1.010
C -2.731 -4.982 -0.255
H -2.851 1.113 1.242
C 7.520 6.249 5.378
C -2.611 2.774 -0.229
H 2.303 5.416 -2.415
H -5.255 -9.583 9.717
O -0.106 1.176 -0.255
H 2.574 -2.110 -0.432
H 6.749 9.458 -7.930
C 4.075 6.274 0.270
C -3.745 -8.525 10.830
N -2.190 -2.441 -0.823
O -4.585 -2.348 0.143
H -4.193 2.258 -5.312
C 2.802 4.337 -0.392
C 0.194 -7.135 4.241
H 1.858 3.813 -0.500
C 3.977 3.726 -0.803
H 0.913 -5.592 -1.021
C -1.245 -2.829 -4.177
H -0.409 -8.661 10.197
C -1.688 -3.808 -0.457
N -3.279 1.806 -5.462
H -5.298 0.390 0.212
H 0.867 -7.957 7.943
H 0.458 -5.614 7.252
H -3.615 -10.611 8.149
H -2.037 -7.596 11.751
C 2.752 -3.608 1.224
H 6.215 6.968 6.916
H -4.272 2.275 1.313
C -3.288 -1.761 -0.023
H -4.458 -8.069 11.510
C -1.472 -8.849 10.099
C 0.663 -8.747 5.953
O -0.476 2.910 1.614
F -1.947 5.705 -3.878
H -7.117 6.630 0.453
H 8.621 5.508 3.698
C -0.139 6.150 -5.327
N -2.435 -0.397 -5.871
H -2.793 -1.367 -5.990
H 4.112 7.275 0.691
F 5.254 6.545 -4.837
H 2.513 -6.146 -0.286
O 2.311 -2.801 2.355
C 5.248 5.653 -0.151
C 5.247 8.863 -4.411
H -0.951 -4.126 -1.299
C 2.111 -3.150 -0.192
C -1.519 -6.362 -3.662
C -6.176 7.085 0.743
H -2.955 6.204 1.334
O -6.159 -2.416 -1.238
C -1.959 -6.638 -2.137
C -3.824 6.845 1.236
H 3.891 -3.460 1.136
C -6.088 8.451 0.990
H -3.242 1.409 -2.967
H -2.417 0.035 -6.818
N -5.101 -2.914 -0.981
H 1.620 6.534 -6.502
H 3.749 -4.196 -1.425
O -0.097 3.710 -0.654
C 0.022 -5.907 -3.728
H -4.752 -1.156 -5.043
S -2.630 -1.671 1.713
C -3.200 -5.762 -1.601
H -6.970 9.077 0.900
C -3.315 0.379 -4.950
C -4.195 -9.374 9.821
H 4.818 8.679 -3.432
H 2.130 -3.742 -2.354
H -1.652 0.561 -3.376
F 8.615 6.369 6.143
H -5.332 0.318 -4.412
H 0.040 -5.090 4.852
F -0.041 -6.847 2.947
C -2.386 -8.260 10.968
C 6.062 7.995 -6.512
C -2.324 -2.066 -2.303
C 5.260 5.999 3.801
H 4.177 6.764 5.498
H -2.187 -5.800 0.370
C 2.370 -6.426 -2.594
H 0.390 -9.234 3.868
C -3.563 1.748 0.578
H 1.483 -7.481 -4.346
F -5.130 4.972 0.637
C 1.085 -7.050 -3.343
C -4.866 9.014 1.351
C 2.112 5.985 -4.480
O -2.347 -3.122 -3.295
H 3.183 6.059 -4.638
H 2.981 -5.709 -3.270
H 6.282 11.380 -6.438
H -2.247 -5.623 -4.167
H -1.624 -7.360 -4.241
C 5.200 4.369 -0.685
H 2.504 -4.721 1.351
C 5.148 6.482 5.103
C -3.289 -0.763 -2.481
H -4.772 1.457 -1.272
H 4.372 5.902 3.183
C 6.067 10.370 -6.103
H -1.046 -6.353 -1.475
S -0.810 2.636 0.171
C 5.527 10.157 -4.837
C 0.212 -6.111 5.174
C -3.283 -9.955 8.945
C -1.931 -9.688 9.095
H 6.269 7.141 -7.147
H -2.147 -7.758 -1.898
H 0.679 -2.896 3.763
C 0.245 5.535 -3.022
C 7.643 5.773 4.082
H -1.286 -1.576 -2.500
H -1.371 -1.838 -0.556
H -3.712 -5.101 -2.377
H 0.693 1.298 -0.822
C -2.797 0.439 -3.422
H 0.120 -4.983 -3.029
H -4.797 10.081 1.539
H 0.844 -9.773 6.257
H -2.783 8.653 1.749
N -0.170 -2.626 -4.709
C 0.973 -3.240 2.696
C 2.040 -5.667 -1.211
H -1.028 -3.749 0.495
H 0.826 -4.380 2.677
N -4.711 -0.119 -5.127
H -0.159 5.265 -2.055
H 0.241 -5.529 -4.787
H 5.325 10.999 -4.184
H 0.591 -7.919 -2.786
H -2.747 2.761 -1.365
C -3.735 8.213 1.472
H -0.836 6.344 -6.134
C 1.618 5.625 -3.228
C -4.416 0.761 -0.414
C -5.044 6.296 0.871
*
```

Atomic partial charges in e from the Löwdin method, atoms 1 to 8: -0.08 -0.02 -0.29 0.11 -0.08 0.07 -0.19 -0.08

No. 2
The following is a DFT calculation (ωB97M-V/def2-TZVPD) of a molecular structure, C65H84CdN3O3P3S2Se.

Energy relative to the best compared isomer or geometry (same formula, charge and spin) in kcal/mol: 0.00

```
! wB97M-V def2-TZVPD RIJCOSX def2/J DEFGRID3
* xyz -2 1
H 3.017 -3.630 -4.626
H -4.098 0.716 -4.849
H -3.016 0.482 -3.461
H -4.073 4.397 -4.953
H 6.018 -0.298 -0.146
C 5.999 -2.064 -3.324
H -3.335 8.101 0.233
H 6.800 -1.666 -3.938
C 2.823 -2.791 1.679
H -5.192 4.914 0.861
H 4.733 0.034 4.325
H -5.571 0.249 1.804
C -4.979 6.582 -1.304
H -4.087 -1.193 0.284
C 0.064 -4.525 -2.812
H 5.448 -4.280 -0.826
H 4.022 -4.469 1.049
C -2.916 0.114 2.557
H -0.759 -6.204 -5.637
C 6.269 -3.039 -2.370
H -3.849 -1.571 4.591
H -1.737 3.578 -5.245
C -1.279 3.909 5.375
H 4.678 -3.097 3.696
C -1.271 2.356 2.948
H 7.280 -3.411 -2.241
H -2.338 2.079 -5.978
H -3.710 5.396 1.674
C -3.704 -2.029 3.609
P -0.350 -3.013 -1.840
H 5.813 -3.977 2.662
H -5.286 3.391 -4.140
C -0.611 -4.855 -3.979
H 0.022 -2.031 0.865
Cd -0.247 -0.070 -1.154
H -1.593 -5.549 -0.960
H 2.937 2.050 -0.247
C -1.395 -4.742 2.322
C -3.618 3.129 5.611
H -6.104 -1.233 2.618
C 0.815 -6.770 -4.293
C 5.126 -2.062 1.848
H 5.562 -1.259 2.449
H -2.687 -2.419 3.561
H 4.328 2.032 5.563
H 1.655 1.914 2.778
N 4.323 0.703 0.627
C 3.895 2.072 0.281
H 5.795 -2.240 0.998
H -4.597 6.898 -2.277
C -3.782 1.128 -3.884
H -1.423 -4.214 -4.301
H -0.230 3.648 5.221
H 6.342 1.300 -1.853
C -2.912 0.849 3.731
C -2.105 1.961 3.984
C -0.025 -2.052 -6.389
H -0.639 3.231 3.041
H -3.598 0.537 4.514
C 5.078 0.128 -0.507
H 4.492 -0.805 -4.202
C -3.947 -1.032 2.466
H 2.312 -7.073 -2.777
H 2.265 -4.515 -6.789
H 1.109 -7.638 -4.873
S -2.056 -2.269 -2.560
H 2.205 0.796 5.562
C -4.378 3.367 -4.747
S 2.153 0.569 -3.077
O 1.783 -0.118 0.892
C 5.006 2.551 -0.640
C 0.647 -3.114 -6.982
H -0.577 -2.905 3.083
H -5.470 7.442 -0.839
C -0.450 -3.003 0.950
C -3.150 4.853 -0.974
C -2.179 2.674 5.331
H -1.799 2.199 7.429
H -5.466 0.123 3.562
C -1.224 1.650 1.757
C 3.772 1.962 4.627
C -2.851 3.156 -2.725
H 3.849 2.925 4.117
C 1.907 1.080 3.441
H 3.209 -4.730 2.597
Se -0.113 2.313 0.352
H -2.034 6.919 0.452
C -2.849 7.222 -0.206
H 4.514 -0.665 -0.999
C 3.947 -3.042 -1.740
C -0.784 -3.502 2.201
H -2.355 0.821 6.462
H 3.135 -3.368 -1.101
H 5.073 1.195 3.034
H -1.224 2.010 -4.594
C -3.262 2.562 -4.074
C -0.235 -5.970 -4.717
C 4.923 -3.344 2.660
H -4.300 2.279 5.669
C 1.114 -5.339 -2.388
C -3.959 -1.828 1.155
C 5.321 1.301 -1.466
P 1.956 -1.413 -2.881
C -1.483 3.115 -0.727
C -0.719 -3.742 -0.198
C -1.680 -5.479 1.179
C -2.058 2.554 -5.031
C 5.240 -3.526 -1.578
H -3.673 3.672 6.561
H 2.227 -2.536 2.566
C 1.512 -2.097 -4.530
H 4.630 1.229 -2.308
P 3.161 -0.188 1.411
H -4.393 -2.875 3.523
C -3.856 6.078 -0.396
H 5.875 2.869 -0.056
C 1.491 -6.454 -3.119
C -4.472 5.727 0.966
C 3.668 -2.076 -2.695
H 1.639 -5.093 -1.472
H 3.782 2.677 1.185
H -2.412 7.509 -1.165
C -1.350 -4.976 -0.071
H -3.038 -2.385 0.996
H 1.681 2.431 5.134
H -0.700 1.399 6.285
H 2.141 -2.929 0.841
H -1.561 4.634 4.608
C 3.715 -3.987 1.980
C 0.407 -1.543 -5.175
O -1.885 -0.200 0.427
C 1.746 -3.673 -6.345
C -2.133 4.240 -0.256
H -1.833 4.632 0.712
H -4.983 6.596 1.396
H -4.644 1.124 -3.211
H -0.894 -1.619 -6.871
C -3.469 4.286 -2.211
H 4.680 3.388 -1.258
C -1.995 0.473 1.508
H -4.790 -2.542 1.205
H -4.627 2.894 -5.701
C 0.963 -1.959 -1.620
C 4.708 -1.587 -3.483
N 3.785 -1.721 1.366
H -1.664 -5.125 3.300
H -2.168 -6.444 1.259
C -1.732 1.717 6.447
C -1.815 2.510 -1.970
H -5.733 5.811 -1.470
O -1.232 1.453 -2.419
C 2.302 1.592 4.818
H -1.366 4.395 6.351
H -3.972 3.785 4.814
H 0.308 -3.513 -7.931
N 3.123 0.377 2.986
C 2.171 -3.171 -5.122
H 1.045 0.414 3.449
H -4.253 4.744 -2.798
C 4.300 0.843 3.722
H -0.115 -0.714 -4.712
C -5.356 -0.434 2.629
*
```

Atomic partial charges in e from the Löwdin method, atoms 1 to 8: 0.10 0.08 0.04 0.08 0.10 -0.10 0.07 0.09

no.,orbital gap (eV),HOMO level (eV)
1,6.1,-10.211
2,5.8,-2.001